This record from the Open Molecules 2025 dataset describes a 14-piece molecular cluster, C38H95N9O19 overall in a non-equilibrium geometry. The level of theory is the ωB97M-V functional and the def2-TZVPD basis.

Cartesian coordinates (Å):
C 6.440 3.230 0.668
C 5.949 2.419 1.962
C 6.699 3.132 3.149
C 5.994 2.944 4.516
C 4.560 2.443 4.553
C 3.719 3.055 3.411
N 4.411 2.656 2.138
O 3.674 2.044 1.116
C 3.514 4.586 3.339
C 2.295 2.343 3.589
C 6.266 0.913 1.784
H 6.023 2.843 -0.262
H 7.526 3.243 0.574
H 6.143 4.277 0.614
H 6.548 4.206 3.037
H 7.777 2.975 3.113
H 5.983 3.864 5.100
H 6.534 2.187 5.084
H 4.107 2.825 5.468
H 4.611 1.363 4.690
H 4.414 5.199 3.303
H 3.108 4.782 4.331
H 2.644 4.935 2.783
H 2.489 1.282 3.434
H 1.546 2.549 2.824
H 1.736 2.690 4.459
H 5.967 0.275 2.616
H 7.310 0.686 1.568
H 5.798 0.429 0.927
C -1.758 -0.555 1.462
N -0.869 -0.312 0.158
C 0.377 0.554 0.550
C -0.241 -1.657 -0.408
C -1.782 0.469 -0.880
C -3.020 -0.342 -1.392
O -2.499 -1.392 -2.238
H -2.553 -1.179 1.056
H -2.182 0.369 1.857
H -1.022 -1.045 2.100
H 0.016 1.546 0.822
H 0.886 0.744 -0.394
H 1.153 0.189 1.224
H 0.659 -1.930 0.143
H -0.014 -1.597 -1.473
H -0.964 -2.472 -0.365
H -1.066 0.627 -1.687
H -2.050 1.429 -0.438
H -3.647 0.393 -1.897
H -3.729 -0.762 -0.680
H -1.952 -1.054 -2.950
O 0.654 -5.458 2.252
C -0.237 -4.487 2.959
C 0.359 -3.182 3.725
O -0.330 -2.570 4.793
H -0.993 -5.065 3.491
H -0.698 -3.986 2.108
H 0.748 -2.518 2.953
H 1.298 -3.576 4.113
C 1.288 -5.026 -1.480
C 2.687 -4.980 -0.851
O 2.723 -4.106 0.250
O 0.223 -5.489 -0.629
H 1.248 -5.676 -2.354
H 1.020 -4.015 -1.788
H 3.388 -4.518 -1.546
H 2.999 -5.986 -0.571
H 2.301 -4.590 0.963
H 0.392 -5.392 0.310
C -0.812 0.908 4.870
C -0.381 0.977 6.339
O -0.294 -0.395 6.792
O 0.183 0.247 4.059
H -0.942 1.871 4.378
H -1.793 0.436 4.811
H -0.999 1.743 6.808
H 0.649 1.325 6.416
H 0.037 -0.915 6.056
H -0.024 -0.670 4.255
C 4.313 -0.339 -2.590
C 4.826 -1.093 -1.300
O 3.701 -1.172 -0.274
O 3.744 -1.248 -3.457
H 5.054 0.329 -3.028
H 3.453 0.236 -2.247
H 5.610 -0.514 -0.813
H 5.227 -2.089 -1.488
H 3.165 -1.922 -0.539
H 4.535 -1.678 -3.787
C 1.449 2.990 -2.441
C 2.739 3.349 -3.201
O 3.743 3.475 -2.165
O 0.288 3.014 -3.269
H 1.544 3.665 -1.590
H 1.589 1.978 -2.061
H 2.684 4.340 -3.652
H 2.977 2.626 -3.982
H 4.176 4.331 -2.197
H 0.104 3.920 -3.527
O -4.470 0.596 3.663
C -4.509 1.101 4.758
N -4.561 0.258 5.811
C -4.640 2.565 5.124
H -4.181 -0.662 5.645
H -4.434 0.608 6.750
H -3.761 3.123 4.802
H -4.908 2.632 6.178
H -5.541 2.908 4.617
O -1.049 -0.892 -4.478
C 0.106 -0.960 -4.852
N 0.980 -0.103 -4.414
C 0.699 -2.016 -5.736
H 0.670 0.668 -3.840
H 1.967 -0.301 -4.341
H -0.156 -2.297 -6.350
H 1.290 -2.789 -5.245
H 1.412 -1.628 -6.463
O -3.616 -3.232 0.332
C -3.852 -4.413 0.136
N -3.217 -5.407 0.712
C -4.934 -4.804 -0.786
H -3.009 -6.276 0.241
H -2.424 -5.084 1.248
H -4.842 -4.135 -1.642
H -5.920 -4.714 -0.330
H -4.938 -5.859 -1.059
O -2.262 -5.720 -6.396
C -2.933 -5.006 -5.672
N -4.240 -4.876 -5.709
C -2.242 -4.365 -4.489
H -4.790 -5.144 -6.513
H -4.724 -4.340 -5.003
H -2.815 -4.498 -3.572
H -2.269 -3.309 -4.757
H -1.237 -4.752 -4.316
O -2.869 3.501 -5.643
C -3.505 3.729 -4.585
N -4.424 4.621 -4.663
C -3.194 3.010 -3.235
H -5.188 4.783 -4.022
H -4.457 5.172 -5.509
H -2.285 3.502 -2.887
H -2.974 1.962 -3.440
H -3.904 3.119 -2.415
O -5.716 -3.063 -4.415
C -5.503 -1.901 -4.020
N -6.082 -1.351 -3.023
C -4.466 -0.995 -4.707
H -6.395 -0.393 -2.965
H -6.418 -1.982 -2.309
H -5.084 -0.377 -5.358
H -3.915 -1.657 -5.376
H -3.880 -0.314 -4.090
O -2.413 3.655 0.190
C -1.951 4.312 1.117
N -0.847 4.992 0.898
C -2.734 4.223 2.398
H -0.477 4.847 -0.031
H -0.562 5.679 1.581
H -3.779 4.465 2.202
H -2.196 4.852 3.107
H -2.579 3.228 2.817

Computed properties:
⟨S²⟩: 1.76
Charge: +1
M (g mol⁻¹): 982.22
Gap between HOMO and LUMO (alpha / beta) (eV): 8.3 / 4.6
Calculated total energy (eV): -93244.767
Spin multiplicity: 2
E_LUMO (alpha / beta) (eV): -1.7 / -5.3